(1)
Here is a cluster of 8 separate species, C6H28NO8 in total from the Open Molecules 2025 dataset. Energies are from the ωB97M-V functional and the def2-TZVPD basis.

```
43
Properties=species:S:1:pos:R:3:forces:R:3
O 2.30302 -0.25472 0.74120 4.9 -2.0 -2.8
C 1.37651 0.15756 1.39967 -3.3 0.5 1.6
C 0.02164 -0.43165 1.06018 -0.4 0.4 0.6
C -0.86482 0.74927 0.63467 -2.3 -0.4 1.5
C -1.17918 1.78778 1.83671 0.9 -0.7 -1.8
C -0.17698 2.96724 1.75601 -0.3 0.4 1.4
C -0.50517 3.83154 0.59529 -0.2 0.0 -1.1
N 0.14198 -1.33064 -0.18167 -1.4 0.8 -0.4
H 1.47734 1.02766 2.04912 -0.3 -0.3 0.3
H -0.49860 -1.06518 1.89915 0.8 1.1 -1.8
H -1.79608 0.24531 0.21520 0.4 1.0 0.6
H -0.50654 1.41131 -0.13559 0.7 -0.6 -0.6
H -1.05257 1.30033 2.77042 -0.1 -0.6 0.9
H -2.22898 2.09293 1.70998 0.4 0.3 0.2
H 0.86301 2.67123 1.78182 0.0 -0.6 -0.7
H -0.12636 3.59680 2.67116 -0.9 -0.3 -0.2
H 0.26003 4.55974 0.34864 -0.2 0.5 0.2
H -0.66462 3.25635 -0.30406 0.5 -0.5 -0.5
H -1.51190 4.20669 0.67060 -0.2 1.0 0.5
H 0.89352 -1.04640 -0.85248 -0.7 0.2 0.7
H 0.35231 -2.30120 -0.02728 0.1 -0.5 0.7
H -0.82218 -1.34018 -0.65102 1.8 0.1 0.3
H -1.86011 -3.12850 -2.51213 0.0 0.2 -0.1
H -0.57557 -2.45758 -3.02434 -0.5 -0.5 0.8
O -0.91008 -3.10610 -2.36849 0.6 -0.3 -0.5
H 1.60500 -0.18270 -3.48584 -0.3 0.5 0.6
H 1.29586 0.78914 -2.25318 0.5 -0.4 -0.5
O 0.91995 0.12075 -2.86228 0.3 -0.3 -0.3
H -2.18262 -0.09518 -2.87703 0.2 0.0 0.2
H -0.58487 -0.18526 -2.76407 -1.6 -0.5 0.7
O -1.47712 -0.54261 -2.39207 0.5 1.0 -1.0
H 2.90106 -2.21360 -0.73337 0.1 0.3 0.2
H 2.80357 -2.58484 -2.23990 0.0 0.0 0.4
O 2.31512 -2.57752 -1.40571 0.0 -0.2 -0.5
H 3.30020 2.49008 -2.29735 -0.1 0.0 0.1
H 1.77795 2.79818 -2.29981 0.4 0.0 0.1
O 2.43505 2.11049 -2.10571 -0.2 0.6 0.0
H -1.25564 -4.61330 0.45218 0.1 0.3 -0.2
H -0.97195 -4.46451 1.90998 0.1 0.2 0.2
O -0.99712 -3.94462 1.10072 -0.1 -0.4 -0.1
H -1.81368 -0.82272 4.35130 0.0 0.2 0.0
H -1.32559 -2.20442 4.00452 0.1 -0.1 -0.1
O -1.15478 -1.27692 3.81485 -0.3 -0.1 0.5
```
Positions in Å, forces in eV/Å.

Summary:
HOMO (spin up / spin down): -2.431 / -7.212 eV
Energy: -901.92008 a.u.
Gap between HOMO and LUMO (spin up / spin down): 2.744 / 7.330 eV
Spin multiplicity: 2
LUMO energy (spin up / spin down): 0.313 / 0.117 eV

Mulliken population analysis, charges in e, atoms 1 to 5: atom 1 (O): -0.669, atom 2 (C): -0.593, atom 3 (C): 0.213, atom 4 (C): -0.042, atom 5 (C): -0.615


(2)
Here is a structure of composition C2H3F4N from the Open Molecules 2025 dataset. Energies are from the ωB97M-V functional and the def2-TZVPD basis.

```
10
Properties=species:S:1:pos:R:3:forces:R:3
C 0.10482 0.10996 -0.02052 1.5 -3.6 1.7
C -0.44251 -2.05409 1.59848 -1.3 0.4 -0.5
N -0.14699 -0.63972 1.68893 -0.9 2.5 -2.0
F -0.49620 -2.71393 2.74059 0.4 0.6 0.7
F 0.37218 -2.71654 0.81989 1.2 -0.8 -1.0
F -1.69732 -2.16823 1.05340 0.9 0.6 0.1
F 1.07071 -0.42432 2.36521 -0.3 -0.7 -0.6
H 0.45762 1.16005 -0.04930 -0.1 -0.8 1.0
H 0.93291 -0.70275 -0.25627 -1.8 2.2 -0.2
H -0.82309 0.02671 -0.61883 0.5 -0.4 0.8
```
Positions in Å, forces in eV/Å.

Summary:
HOMO: -10.444 eV
Energy: -532.10014 a.u.
Gap between HOMO and LUMO: 10.987 eV
LUMO energy: 0.543 eV

Mulliken population analysis, charges in e, atoms 1 to 5: atom 1 (C): -0.506, atom 2 (C): 0.907, atom 3 (N): -0.241, atom 4 (F): -0.231, atom 5 (F): -0.257


(3)
Here is a structure of composition C17H31N2O9Pm from the Open Molecules 2025 dataset. Energies are from the ωB97M-V functional and the def2-TZVPD basis.

```
60
Properties=species:S:1:pos:R:3:forces:R:3
Pm 0.42991 0.29635 -0.12830 0.8 0.6 -1.0
C -2.58631 1.43246 -0.61486 0.0 0.0 0.0
C -2.30988 1.07152 -2.05923 0.0 0.0 0.0
O -1.08994 0.30364 -2.14885 -0.1 -0.1 0.1
C -1.28804 -1.01223 -2.73631 0.0 0.0 0.0
C 0.02487 -1.74558 -2.77543 0.0 0.1 0.0
O 0.56996 -1.76897 -1.44660 0.0 -0.2 -0.1
C 1.67092 -2.66647 -1.27212 0.0 0.1 0.0
C 2.15485 -2.50444 0.14465 0.0 0.1 0.0
O 2.49486 -1.11323 0.30025 -0.1 -0.1 0.1
C 3.04012 -0.75938 1.58736 0.0 -0.1 0.0
C 3.48144 0.67752 1.49037 0.0 0.1 0.0
O 2.39202 1.41856 0.92198 0.1 -0.1 0.1
C 2.36845 2.83495 1.13281 0.0 -0.1 0.0
C 2.13064 3.49041 -0.20535 0.0 0.0 0.0
O 1.03986 2.84633 -0.88660 -0.3 -0.1 0.2
C -0.13687 3.63299 -1.13463 0.1 0.0 0.0
C -1.16956 3.36701 -0.06802 -0.1 0.0 0.0
O -1.41522 1.95460 0.04394 -0.2 0.0 -0.2
H -2.85359 0.53850 -0.05929 0.0 0.0 0.1
H -3.40849 2.14503 -0.54781 0.0 0.0 0.0
H -2.20349 1.95235 -2.69054 0.0 0.0 -0.1
H -3.15059 0.48576 -2.42995 0.0 0.0 -0.1
H -1.66911 -0.90229 -3.75182 0.0 0.0 0.0
H -1.98964 -1.56520 -2.11557 -0.1 0.0 0.0
H 0.74392 -1.27555 -3.44889 0.1 0.0 0.0
H -0.17160 -2.76525 -3.10971 0.0 -0.1 0.0
H 2.46561 -2.41326 -1.97841 0.0 0.0 -0.1
H 1.34962 -3.69358 -1.44731 0.0 0.0 0.0
H 3.02828 -3.13008 0.32733 0.1 0.0 0.0
H 1.36485 -2.77074 0.85232 0.0 0.0 0.1
H 3.88360 -1.40508 1.83195 0.1 0.0 0.0
H 2.26657 -0.86541 2.34876 0.0 -0.1 0.0
H 4.35665 0.78043 0.84697 0.1 0.0 0.0
H 3.72064 1.05025 2.48595 0.0 0.0 0.0
H 3.31634 3.17606 1.54865 0.0 0.0 0.0
H 1.57189 3.05835 1.84445 0.0 0.0 0.1
H 3.01214 3.38671 -0.83691 0.0 0.0 0.0
H 1.92385 4.55253 -0.07124 0.0 0.0 0.0
H -0.50263 3.33198 -2.11465 0.0 0.0 -0.1
H 0.10515 4.69578 -1.17359 0.0 0.0 0.0
H -2.09864 3.89520 -0.28732 0.0 0.0 0.0
H -0.81077 3.69236 0.90783 0.0 0.0 0.1
C -3.76756 -3.60275 1.82422 0.0 0.0 0.0
N -2.75104 -2.55310 1.95761 0.0 0.0 0.1
C -2.46425 -1.99192 3.15653 -0.1 -0.1 0.0
C -1.55040 -1.00392 3.29888 0.0 0.1 0.1
C -0.89094 -0.58427 2.12008 0.0 0.0 0.2
O 0.02674 0.31965 2.09540 0.0 -0.1 0.4
N -1.17901 -1.13348 0.91918 -0.3 -0.2 0.4
C -2.12977 -2.11762 0.78511 -0.1 0.2 0.0
O -2.46569 -2.58340 -0.28893 0.1 0.0 0.0
H -4.03732 -3.95057 2.81695 0.0 0.0 0.0
H -3.36692 -4.42480 1.23992 0.0 0.0 0.0
H -4.64780 -3.21587 1.31586 0.0 0.0 0.0
H -3.01570 -2.38251 4.00202 0.0 0.0 0.0
H -1.32343 -0.55818 4.25439 0.0 0.0 0.0
O 2.19372 0.55888 -2.00700 0.1 0.0 -0.2
H 3.09153 0.21065 -1.94516 0.0 0.0 0.0
H 2.22519 1.30229 -2.62131 0.0 0.0 0.0
```
Positions in Å, forces in eV/Å.

Summary:
HOMO (spin up / spin down): -14.207 / -14.211 eV
Total charge: +2
Energy: -2061.06350 a.u.
Gap between HOMO and LUMO (spin up / spin down): 9.327 / 9.359 eV
Spin multiplicity: 5
LUMO energy (spin up / spin down): -4.880 / -4.852 eV

Mulliken population analysis, charges in e, atoms 1 to 5: atom 1 (Pm): 0.628, atom 2 (C): -0.583, atom 3 (C): -0.692, atom 4 (O): -0.141, atom 5 (C): -0.603